No. 1
{"formula": "C31H33BCoFN8O5Si", "method": "ωB97M-V with the def2-TZVPD basis set", "species": ["Co", "C", "C", "N", "N", "C", "B", "N", "C", "C", "C", "N", "N", "C", "C", "C", "N", "H", "H", "H", "H", "H", "H", "H", "H", "H", "H", "F", "C", "C", "N", "C", "C", "O", "O", "C", "O", "N", "C", "O", "H", "H", "H", "H", "C", "C", "C", "C", "Si", "O", "C", "C", "C", "C", "C", "C", "C", "C", "C", "C", "C", "C", "H", "H", "H", "H", "H", "H", "H", "H", "H", "H", "H", "H", "H", "H", "H", "H", "H", "H", "H"], "positions_angstrom": [[0.90483, 0.97060, -0.43842], [3.52220, -1.24597, -3.13141], [2.70452, -1.19259, -2.00115], [2.25898, 0.03928, -1.83093], [2.75572, 0.79514, -2.80905], [3.52228, 0.04633, -3.61409], [2.54116, 2.30824, -2.80180], [1.04128, 2.60843, -2.89141], [0.42410, 3.55416, -3.61370], [-0.91677, 3.53847, -3.29083], [-1.03012, 2.52820, -2.33477], [0.15727, 1.98501, -2.10935], [3.03039, 2.80643, -1.43049], [3.97306, 3.72545, -1.18454], [4.10811, 3.85266, 0.18275], [3.17959, 2.95093, 0.70641], [2.54528, 2.32994, -0.27921], [4.04814, -2.09294, -3.52372], [2.41744, -1.96417, -1.31518], [4.01542, 0.47467, -4.46315], [3.13245, 2.84116, -3.68090], [0.96829, 4.17693, -4.29511], [-1.68591, 4.18147, -3.66868], [-1.89571, 2.18059, -1.80707], [4.47473, 4.22822, -1.98945], [4.77526, 4.49766, 0.72148], [2.95887, 2.75244, 1.73790], [-2.35154, 2.50382, 6.66277], [-1.16239, 2.55091, 6.01904], [-0.96791, 1.78546, 4.91799], [0.22854, 1.73419, 4.27717], [0.26946, 1.13817, 2.96736], [-0.58864, 2.08295, 2.01688], [-1.47266, 2.71561, 2.57600], [-0.26864, 2.10915, 0.81201], [1.24988, 2.59467, 4.62283], [2.29974, 2.66699, 4.02228], [1.01391, 3.34336, 5.74958], [-0.14165, 3.43193, 6.52693], [-0.18081, 4.17007, 7.48917], [-1.75127, 1.14955, 4.53796], [-0.18427, 0.14573, 2.99057], [1.29978, 1.07158, 2.61389], [1.75802, 3.98391, 5.99767], [-0.86957, -3.10673, 2.34375], [-0.64285, -3.54106, 0.89665], [-1.72429, -4.55542, 0.52379], [0.72258, -4.22681, 0.84441], [-0.77227, -1.96173, -0.23891], [0.30104, -0.86769, 0.10705], [-0.62656, -2.39921, -2.09518], [-1.26462, -1.59183, -3.02937], [-1.04191, -1.73544, -4.38643], [-0.15453, -2.69127, -4.84840], [0.49873, -3.50111, -3.93815], [0.25451, -3.35463, -2.58477], [-2.55213, -1.33780, 0.06267], [-2.77750, -0.46035, 1.11750], [-4.04701, -0.02103, 1.44690], [-5.13485, -0.44845, 0.70188], [-4.93096, -1.29393, -0.37666], [-3.65414, -1.73096, -0.68725], [-0.88816, -3.97728, 3.00278], [-1.81256, -2.57475, 2.45045], [-0.05908, -2.45573, 2.66225], [-1.65794, -5.43683, 1.16575], [-1.61320, -4.88003, -0.50906], [-2.71394, -4.11846, 0.64552], [0.79406, -4.98239, 1.63020], [1.51926, -3.50128, 0.99228], [0.88055, -4.73517, -0.10302], [-1.94313, -0.82778, -2.68256], [-1.55374, -1.09137, -5.08770], [0.03333, -2.80214, -5.90762], [1.20833, -4.24419, -4.27969], [0.77734, -3.99993, -1.89667], [-1.93037, -0.12264, 1.69320], [-4.18501, 0.66475, 2.27197], [-6.13821, -0.12860, 0.95630], [-5.77080, -1.61771, -0.98111], [-3.51084, -2.39779, -1.52700]], "forces_ev_per_a": [[0.898, -0.709, 0.201], [0.059, 0.076, -0.027], [-0.001, 0.027, 0.022], [-1.129, 0.314, 1.167], [0.214, -0.046, -0.463], [0.065, -0.197, 0.035], [-0.360, -0.178, 0.526], [-0.038, 0.288, -0.497], [-0.181, 0.030, -0.008], [0.045, 0.042, -0.051], [0.150, 0.025, -0.115], [-0.206, -0.216, 0.594], [0.459, 0.407, -0.187], [0.099, 0.089, 0.189], [0.040, 0.016, -0.106], [0.040, 0.056, -0.037], [-0.938, -0.335, 0.134], [0.032, -0.141, -0.101], [-0.095, -0.097, 0.133], [0.088, 0.142, -0.147], [0.189, 0.149, -0.245], [0.160, 0.068, -0.138], [-0.142, 0.054, -0.099], [-0.132, -0.062, 0.216], [0.058, 0.019, -0.131], [0.051, 0.063, 0.058], [-0.164, -0.114, 0.179], [0.218, 0.099, -0.052], [-0.362, -0.567, -0.436], [-0.309, 0.485, 1.122], [0.496, 0.041, 0.249], [-0.370, 0.427, -1.100], [0.756, -0.888, 1.085], [-0.485, 0.364, -0.054], [0.571, -0.621, -1.946], [-0.130, -0.270, 0.208], [0.352, 0.104, -0.294], [0.141, 0.315, 0.136], [0.133, -0.108, -0.122], [-0.176, 0.017, 0.076], [-0.012, -0.005, 0.003], [0.123, 0.006, -0.003], [-0.215, -0.073, 0.173], [-0.094, -0.137, -0.009], [0.003, 0.190, -0.190], [0.001, 0.128, -0.243], [0.080, 0.242, -0.077], [-0.088, 0.177, -0.151], [-0.754, -0.763, -0.150], [0.739, 1.357, 0.393], [-0.120, 0.028, 0.586], [-0.079, 0.116, 0.013], [-0.066, 0.117, -0.203], [0.040, -0.025, -0.117], [0.093, -0.163, -0.087], [0.055, -0.223, 0.056], [0.482, -0.106, -0.244], [0.090, 0.036, 0.094], [-0.124, 0.115, 0.073], [-0.099, 0.005, 0.004], [-0.213, -0.074, -0.106], [-0.025, -0.157, -0.065], [0.002, -0.120, 0.088], [-0.104, 0.048, 0.131], [0.084, 0.172, 0.165], [0.004, -0.110, 0.094], [-0.064, -0.096, -0.172], [-0.158, -0.040, -0.028], [0.021, -0.086, 0.121], [0.206, 0.049, 0.022], [0.094, -0.079, -0.080], [-0.123, 0.183, -0.002], [-0.044, 0.074, -0.056], [-0.001, 0.019, -0.073], [0.012, -0.041, -0.031], [0.109, -0.070, 0.048], [0.076, 0.119, 0.084], [0.008, 0.042, 0.042], [0.020, 0.062, -0.006], [-0.017, 0.000, 0.028], [-0.038, -0.085, -0.100]], "charge": -1, "largest_force_ev_per_a": 2.12, "e_tot_ha": -3812.6736, "multiplicity": 2}

---

No. 2
{"formula": "C31H33ClN2O2Si2Yb", "method": "ωB97M-V with the def2-TZVPD basis set", "species": ["C", "C", "C", "H", "C", "C", "H", "H", "H", "H", "Yb", "Si", "C", "C", "H", "C", "H", "C", "H", "C", "H", "C", "H", "C", "C", "H", "C", "H", "C", "H", "C", "H", "C", "H", "H", "Si", "C", "C", "H", "C", "H", "C", "H", "C", "H", "C", "H", "C", "C", "H", "C", "H", "C", "H", "C", "H", "C", "H", "H", "Cl", "C", "O", "C", "O", "N", "N", "H", "H", "H", "H", "H", "H"], "positions_angstrom": [[2.99101, 4.30025, 1.16849], [2.66692, 4.20721, -0.20622], [1.35958, 4.73532, -0.38196], [3.32525, 3.84949, -0.99434], [0.87148, 5.15121, 0.88960], [1.88625, 4.87549, 1.85579], [1.86864, 5.12335, 2.91500], [3.93914, 4.02708, 1.61121], [0.84397, 4.84850, -1.33041], [-0.09162, 5.61047, 1.08658], [1.14085, 2.66831, 1.09518], [-1.30904, -0.74139, -2.45134], [-1.08523, -2.56349, -2.76710], [-1.75383, -3.57537, -2.04216], [-2.50320, -3.32746, -1.29852], [-1.46658, -4.93421, -2.25167], [-2.00792, -5.70267, -1.68843], [-0.51303, -5.32858, -3.20233], [-0.28515, -6.39504, -3.36291], [0.12597, -4.33181, -3.95990], [0.85202, -4.61689, -4.73439], [-0.15809, -2.97864, -3.75051], [0.37284, -2.23663, -4.34959], [-3.15256, -0.75532, -2.13111], [-3.91123, -1.35961, -3.16861], [-3.40902, -1.71944, -4.07233], [-5.27431, -1.61504, -3.02211], [-5.81454, -2.08976, -3.83699], [-5.93191, -1.26635, -1.83516], [-7.01124, -1.39708, -1.75082], [-5.19922, -0.66495, -0.81441], [-5.70728, -0.36844, 0.10188], [-3.82770, -0.39560, -0.94768], [-3.26465, 0.03449, -0.11280], [-0.77165, 0.14362, -3.55494], [-0.10643, -1.58865, 1.31992], [-1.00150, 0.18423, 1.04348], [-0.88176, 1.11718, -0.00863], [-0.38619, 0.87391, -0.95950], [-1.44886, 2.40242, 0.07883], [-1.36467, 3.09180, -0.76412], [-2.09999, 2.82678, 1.24388], [-2.51109, 3.84113, 1.34555], [-2.25117, 1.91842, 2.28928], [-2.70291, 2.22731, 3.24609], [-1.81265, 0.59173, 2.12433], [-2.04234, -0.12722, 2.92878], [1.10129, -1.82669, -0.17177], [1.94627, -0.74797, -0.52384], [1.65396, 0.28459, -0.31212], [3.18373, -0.96280, -1.12755], [3.90559, -0.13998, -1.20246], [3.48896, -2.22679, -1.65216], [4.44335, -2.39461, -2.16735], [2.53824, -3.25732, -1.52920], [2.68562, -4.22092, -2.02205], [1.38696, -3.07327, -0.75113], [0.71260, -3.91244, -0.60904], [-0.73089, -2.58802, 2.15949], [1.32126, -1.07526, 2.77877], [4.94932, 1.00201, 3.97857], [3.66870, 1.35931, 4.56108], [2.71350, 1.64877, 3.68192], [2.85538, 1.69142, 2.43196], [1.53977, 1.85838, 4.31631], [0.40127, 1.99965, 3.46860], [5.63513, 1.02711, 4.82661], [5.24328, 1.72412, 3.20790], [4.91693, -0.01140, 3.55357], [1.49058, 1.87049, 5.33461], [0.13994, 1.05916, 3.14889], [-0.37609, 2.34238, 4.02748]], "forces_ev_per_a": [[0.083, 0.816, -0.111], [0.008, 0.352, 0.079], [-0.052, 0.198, 0.241], [-0.164, 0.075, 0.175], [0.490, 0.077, -0.063], [0.283, 0.592, -0.398], [-0.088, -0.061, -0.256], [-0.126, -0.029, -0.029], [0.063, -0.031, 0.159], [0.171, -0.012, -0.046], [-0.354, -1.599, 0.335], [-0.461, -0.760, -0.246], [0.771, -0.652, -0.675], [0.485, -0.322, -0.258], [-0.031, 0.133, -0.038], [0.039, 0.121, -0.155], [0.211, 0.372, -0.155], [-0.019, 0.439, -0.060], [-0.156, 0.684, 0.080], [-0.009, -0.271, -0.059], [-0.353, 0.134, 0.393], [-0.054, -0.370, 0.374], [-0.141, -0.142, 0.145], [-0.985, 0.343, -0.138], [-0.056, -0.132, 0.466], [-0.180, 0.266, 0.248], [0.186, 0.178, 0.187], [0.032, 0.086, 0.147], [0.411, 0.335, -0.357], [0.344, -0.117, 0.115], [0.065, 0.234, 0.164], [0.091, -0.101, -0.135], [0.017, -0.457, -0.509], [-0.424, -0.066, -0.354], [-0.264, -0.313, 0.237], [1.506, 2.447, -1.733], [-0.624, -0.887, 0.698], [0.130, 0.368, -0.036], [0.049, -0.065, 0.576], [-0.195, -0.025, -0.020], [-0.018, -0.261, 0.176], [0.000, 0.049, 0.181], [0.336, -0.490, -0.179], [-0.293, -0.412, -0.061], [-0.043, -0.228, -0.679], [0.270, 0.072, 0.479], [0.243, 0.384, -0.327], [-0.478, -0.383, 0.027], [0.170, -0.204, 0.459], [0.244, -0.306, 0.390], [-0.159, -0.064, -0.360], [-0.432, -0.313, -0.183], [-0.459, -0.297, 0.176], [-0.501, 0.040, 0.247], [0.219, 0.353, 0.010], [0.090, 0.314, 0.235], [0.428, 0.249, 0.153], [0.112, 0.061, 0.044], [-0.807, -0.458, -0.520], [-0.052, 0.047, 0.253], [0.292, -0.026, 0.137], [-0.022, 0.049, -0.985], [0.344, -0.143, -0.983], [-0.298, -0.196, 2.280], [-0.021, 0.283, -0.487], [0.308, -0.203, 0.608], [-0.043, 0.002, -0.254], [-0.124, -0.193, 0.278], [-0.160, 0.371, 0.137], [-0.147, -0.228, -0.596], [0.066, 0.134, 0.485], [0.236, 0.156, -0.130]], "charge": 1, "largest_force_ev_per_a": 3.36, "e_tot_ha": -3658.7309, "multiplicity": 2}

---

No. 3
{"formula": "C31H34Br3NO3SSeSn", "method": "ωB97M-V with the def2-TZVPD basis set", "species": ["Sn", "C", "C", "C", "C", "C", "C", "C", "Br", "C", "O", "C", "C", "C", "C", "C", "C", "H", "H", "H", "H", "H", "H", "H", "H", "H", "H", "H", "H", "H", "H", "H", "H", "H", "H", "H", "H", "C", "C", "C", "C", "C", "C", "Br", "C", "C", "Br", "C", "O", "C", "N", "H", "H", "H", "H", "H", "H", "C", "S", "O", "C", "C", "C", "C", "C", "C", "H", "H", "H", "H", "H", "H", "H", "H", "Se"], "positions_angstrom": [[0.32611, -1.25940, -1.59577], [2.07192, 0.36389, 6.04952], [1.88185, 1.54562, 5.08702], [0.89927, 2.52644, 5.72651], [3.22256, 2.26737, 4.88876], [1.39572, 1.02808, 3.73446], [2.17043, 0.11771, 3.01948], [1.77692, -0.28280, 1.76337], [2.82729, -1.53253, 0.81557], [0.64318, 0.24151, 1.12123], [0.48117, 0.12503, -0.20898], [-0.24628, 0.98396, 1.90796], [0.18997, 1.40627, 3.16811], [-1.65950, 1.41089, 1.45926], [-2.20435, 0.62203, 0.25951], [-1.62198, 2.90230, 1.09536], [-2.64016, 1.18801, 2.62282], [2.41043, 0.72490, 7.02375], [2.81034, -0.34590, 5.67512], [1.12824, -0.16725, 6.18796], [1.28945, 2.84601, 6.69466], [-0.07347, 2.06135, 5.89963], [0.76213, 3.41796, 5.11093], [3.59411, 2.64287, 5.84574], [3.10386, 3.11464, 4.21021], [3.97743, 1.60052, 4.46992], [3.08563, -0.28612, 3.43206], [-0.45945, 2.06363, 3.72847], [-1.67984, 0.86996, -0.65992], [-3.26024, 0.86631, 0.12487], [-2.11833, -0.45546, 0.43008], [-0.92871, 3.06960, 0.26725], [-1.28753, 3.50217, 1.94332], [-2.61390, 3.25105, 0.79429], [-2.54910, 0.17306, 3.01385], [-3.66480, 1.33047, 2.27306], [-2.47581, 1.88482, 3.44467], [-1.18095, -2.03183, -5.13809], [-1.51119, -3.11662, -4.16789], [-2.22925, -4.25080, -4.60953], [-2.55894, -5.24035, -3.73547], [-2.14003, -5.14886, -2.39339], [-2.39699, -6.12468, -1.39918], [-3.31568, -7.72216, -1.83922], [-1.98286, -5.93633, -0.11627], [-1.27480, -4.76912, 0.22280], [-0.70848, -4.52082, 2.00330], [-0.91438, -3.82989, -0.71517], [-0.14429, -2.80591, -0.40034], [-1.39988, -4.00340, -2.03838], [-1.12616, -2.99611, -2.91254], [-1.51014, -2.29434, -6.14164], [-0.10294, -1.85637, -5.14023], [-1.67198, -1.11146, -4.82938], [-2.53204, -4.31001, -5.64579], [-3.13819, -6.09452, -4.05821], [-2.18135, -6.67743, 0.64416], [-1.07877, 2.28583, -4.64892], [-0.01778, 0.92779, -4.16170], [-0.82011, 0.31006, -3.00484], [1.27274, 1.88465, -3.39318], [1.03061, 2.47843, -2.16328], [2.05213, 3.18198, -1.54782], [3.29690, 3.26975, -2.15841], [3.53093, 2.65084, -3.37867], [2.51250, 1.95106, -4.00612], [-1.14185, 3.01176, -3.84193], [-2.05864, 1.86195, -4.86371], [-0.65259, 2.73365, -5.54614], [0.06383, 2.36409, -1.68886], [1.87836, 3.65718, -0.59103], [4.09561, 3.81497, -1.67232], [4.50992, 2.70157, -3.83569], [2.68362, 1.43858, -4.94432], [2.29852, -1.50208, -2.96674]], "forces_ev_per_a": [[1.319, -0.742, -1.440], [-0.020, 0.059, -0.016], [0.052, -0.068, -0.009], [0.007, -0.040, -0.008], [-0.016, -0.004, 0.053], [-0.033, 0.038, 0.018], [-0.079, -0.088, 0.080], [0.103, 0.091, -0.294], [0.114, 0.036, 0.023], [-0.134, -0.123, 0.310], [-0.426, 0.156, 0.026], [-0.166, 0.141, -0.127], [-0.087, -0.073, 0.037], [0.261, 0.094, -0.050], [0.080, 0.003, 0.044], [-0.067, -0.071, -0.033], [-0.014, 0.020, -0.014], [0.015, -0.024, -0.009], [-0.011, -0.003, 0.011], [0.021, -0.021, 0.011], [0.001, 0.014, -0.012], [-0.005, 0.034, -0.004], [-0.037, -0.017, -0.003], [0.007, -0.007, -0.018], [0.016, -0.010, -0.001], [-0.004, 0.014, 0.002], [-0.002, 0.004, -0.022], [0.000, -0.025, -0.015], [-0.085, 0.038, -0.020], [-0.002, -0.034, 0.015], [-0.062, -0.006, 0.015], [-0.027, 0.035, 0.014], [-0.008, 0.014, -0.013], [0.018, 0.008, -0.003], [-0.028, 0.001, -0.013], [0.012, 0.029, 0.014], [0.002, -0.024, 0.006], [0.074, 0.050, -0.003], [0.052, 0.017, 0.057], [-0.033, -0.006, 0.026], [0.008, -0.005, -0.026], [0.007, -0.081, -0.008], [-0.029, 0.002, 0.005], [-0.015, 0.016, -0.006], [-0.015, 0.114, -0.023], [0.245, -0.102, 0.134], [-0.019, -0.037, -0.006], [0.010, 0.015, 0.242], [-0.468, 0.483, 0.283], [-0.113, 0.152, -0.161], [-0.100, 0.069, 0.099], [0.017, 0.000, 0.011], [0.004, 0.021, 0.027], [-0.052, 0.028, -0.029], [0.024, 0.027, -0.003], [0.030, -0.019, 0.005], [-0.014, 0.020, 0.017], [-0.140, -0.058, 0.021], [0.346, 0.023, 0.357], [0.021, -0.274, 0.569], [0.026, 0.023, 0.063], [-0.054, 0.038, -0.095], [0.012, 0.016, -0.021], [0.010, -0.013, 0.023], [-0.043, 0.075, -0.047], [-0.017, 0.015, -0.066], [-0.035, -0.019, 0.010], [0.016, 0.013, -0.058], [0.013, 0.025, 0.030], [0.039, -0.002, 0.020], [0.009, -0.042, 0.017], [-0.002, -0.022, 0.010], [-0.006, 0.001, -0.002], [0.024, -0.040, 0.037], [-0.544, 0.027, -0.069]], "charge": 0, "largest_force_ev_per_a": 2.09, "e_tot_ha": -12218.1708, "multiplicity": 1}